{"formula": "C9H14O", "method": "ωB97M-V/def2-TZVPD", "lumo_ev": [-4.432, -8.310], "de_lowest_kcal_mol": 28.3, "orbital_gap_ev": [8.91, 5.00], "charge": 1, "spin_multiplicity": 2, "species": ["H", "C", "H", "H", "H", "H", "H", "H", "H", "H", "C", "H", "H", "H", "O", "H", "C", "H", "C", "C", "C", "C", "C", "C"], "xyz": [[-3.262, -2.266, -0.616], [0.382, 1.154, 1.571], [1.631, 1.449, -2.388], [0.176, -0.600, 2.770], [-1.914, -1.848, 1.600], [-2.163, -0.363, -1.987], [-1.582, -2.268, -0.463], [3.277, 1.106, -1.926], [-0.305, 1.602, 2.277], [1.558, -2.057, 1.246], [1.016, 1.756, 0.524], [-3.474, 0.130, -0.925], [2.497, 2.616, -1.473], [-1.868, 0.481, -0.441], [-2.644, -1.455, 1.142], [2.495, -1.085, -0.829], [-2.463, -0.284, -0.938], [0.922, 2.786, 0.229], [-2.446, -1.621, -0.281], [2.348, 1.538, -1.551], [0.629, -0.222, 1.862], [1.783, 0.933, -0.339], [1.415, -1.006, 1.030], [1.992, -0.475, -0.094]], "forces_ev_per_angstrom": [[-0.2, 0.3, -0.2], [0.0, -0.1, 0.4], [-0.1, -0.2, 0.2], [0.1, -0.3, -0.1], [0.4, -0.5, 0.4], [0.0, 0.1, 0.1], [0.4, 0.5, -0.1], [-0.1, -0.3, 0.2], [0.1, 0.6, -0.3], [0.0, 0.0, 0.1], [-0.4, -0.7, 0.2], [0.0, -0.2, 0.0], [-0.1, 0.0, 0.3], [0.4, -0.2, 0.1], [-0.1, 0.4, -0.5], [0.3, 0.1, 0.1], [-0.3, 0.5, -0.8], [-0.2, 0.3, 0.3], [-0.4, -1.0, 1.0], [0.2, 0.6, -0.7], [-0.2, 0.7, 0.1], [0.7, 0.0, -0.7], [0.7, -1.0, -0.6], [-1.0, 0.5, 0.6]]}

=====

{"formula": "C5H6N2O", "method": "ωB97M-V/def2-TZVPD", "lumo_ev": 0.861, "de_lowest_kcal_mol": 138.5, "orbital_gap_ev": 9.45, "charge": 0, "species": ["H", "C", "N", "C", "O", "H", "H", "H", "C", "N", "H", "C", "C", "H"], "xyz": [[2.644, -1.209, 1.089], [1.136, 0.705, -0.323], [-0.379, -1.054, -0.122], [-0.125, 1.300, 0.003], [2.449, 0.808, -0.051], [3.059, -1.109, -0.707], [-2.687, -0.766, -0.984], [-2.743, 0.994, 0.150], [2.486, -0.727, 0.113], [-0.917, 0.111, -0.035], [-2.755, -0.692, 1.036], [-2.291, -0.067, -0.078], [0.928, -0.646, -0.261], [-0.805, 2.352, 0.169]], "forces_ev_per_angstrom": [[0.4, 1.0, -0.2], [-3.4, 1.3, 1.8], [5.5, -0.4, -0.1], [-2.2, 0.1, -0.7], [1.8, -1.4, 0.8], [0.7, -0.3, 0.0], [0.9, 2.3, 2.1], [0.2, -2.1, -1.3], [-2.4, 0.4, -1.3], [-1.2, 1.9, 0.2], [1.7, 1.6, -3.4], [-5.6, 0.2, 2.9], [0.9, -1.4, -0.1], [2.7, -3.2, -0.7]]}

=====

Listing energy for the structures above in their given order: -426.23120; -378.65019 hartree.
Listing strongest force on any atom for the structures above in their given order: 1.517; 6.277 eV/A.